Entry from the OMol25 dataset: C11H13N in the gas phase at a distorted geometry (ωB97M-V with the def2-TZVPD basis set).

Properties
orbital gap (spin up / spin down) = 8.01 / 9.01 eV
⟨S²⟩ = 2.08
HOMO level (spin up / spin down) = -7.193 / -9.694 eV
LUMO (spin up / spin down) = 0.82 / -0.68 eV
ΔE to the lowest compared entry with this formula, charge and spin = 0.000 eV

Geometry as ORCA input:
```
! RIJCOSX wB97M-V def2-TZVPD def2/J DEFGRID3
* xyz 0 3
C -3.189 -0.398 1.047
C -1.832 -0.140 0.800
C -3.640 -1.691 0.726
C -1.600 -2.466 0.152
C -0.942 -1.242 0.419
C 1.086 0.199 0.328
C 1.115 0.707 1.610
C 0.437 -1.115 0.145
C 1.687 1.077 -0.646
C 1.748 0.621 -2.131
C 2.594 2.236 -0.446
N -2.943 -2.691 0.180
H -3.884 0.381 1.262
H -1.443 0.840 0.870
H -4.737 -1.884 0.699
H -0.966 -3.344 -0.163
H 1.426 1.679 1.832
H 0.591 0.048 2.309
H 0.963 -1.891 -0.220
H 0.791 0.990 -2.781
H 1.752 -0.526 -2.106
H 2.567 1.056 -2.629
H 2.608 2.641 0.586
H 2.189 2.927 -1.223
H 3.621 1.986 -0.618
*
```

Here are the natural (NBO) charges for atoms 1 to 2, given in e:
1 C -0.267
2 C -0.141

=====

Entry from the OMol25 dataset: C11H13N in the gas phase at a distorted geometry (ωB97M-V with the def2-TZVPD basis set).

Properties
orbital gap (spin up / spin down) = 7.68 / 7.65 eV
⟨S²⟩ = 2.03
HOMO level (spin up / spin down) = -6.767 / -8.461 eV
LUMO (spin up / spin down) = 0.92 / -0.81 eV
ΔE to the lowest compared entry with this formula, charge and spin = 2.445 eV

Geometry as ORCA input:
```
! RIJCOSX wB97M-V def2-TZVPD def2/J DEFGRID3
* xyz 0 3
C 3.178 0.695 -0.565
C 3.201 0.131 0.659
C 2.027 0.658 -1.355
C 2.124 -0.690 1.018
C 1.091 -0.092 -0.885
C -1.261 0.237 -0.231
C 1.040 -0.908 0.259
C -1.335 -1.135 0.157
C -0.530 1.185 0.554
C -2.205 0.806 -1.282
C -2.506 -1.818 0.768
N -0.152 -1.674 0.473
H 4.112 1.131 -0.950
H 3.992 0.458 1.437
H 1.997 1.103 -2.298
H 2.011 -1.215 2.042
H -0.134 1.960 -0.062
H 0.283 0.803 1.108
H -1.427 1.611 1.095
H -1.644 0.808 -2.147
H -2.561 1.805 -1.008
H -3.069 0.188 -1.461
H -2.177 -2.714 1.248
H -3.172 -2.267 -0.076
H -2.884 -1.065 1.502
*
```

Here are the natural (NBO) charges for atoms 1 to 2, given in e:
1 C -0.194
2 C -0.240

=====

Entry from the OMol25 dataset: C11H13NO in the gas phase at a distorted geometry (ωB97M-V with the def2-TZVPD basis set).

Properties
orbital gap = 8.85 eV
HOMO level = -8.051 eV
structure (SMILES) = N[C@@H]1[C@@H]2CC[C@H]1c1cc(O)ccc12
LUMO = 0.80 eV
ΔE to the lowest compared entry with this formula, charge and spin = 2.118 eV

Geometry as ORCA input:
```
! RIJCOSX wB97M-V def2-TZVPD def2/J DEFGRID3
* xyz 0 1
N -0.997 -2.871 -1.944
C -0.451 -1.598 -1.369
C -0.037 -1.676 0.096
C -1.382 -1.650 0.878
C -2.297 -0.704 0.111
C -1.366 -0.162 -0.972
C -0.206 0.592 -0.322
C 0.111 1.967 -0.101
C 1.302 2.259 0.540
O 1.507 3.520 0.943
C 2.180 1.256 1.070
C 1.891 -0.077 0.977
C 0.644 -0.338 0.163
H -1.142 -3.550 -1.087
H -1.910 -2.574 -2.333
H 0.223 -1.292 -2.194
H 0.590 -2.515 0.413
H -1.785 -2.604 0.893
H -1.231 -1.408 1.922
H -2.803 0.007 0.876
H -3.051 -1.313 -0.346
H -1.820 0.249 -1.891
H -0.596 2.847 -0.175
H 0.835 4.114 0.551
H 2.870 1.701 1.635
H 2.406 -0.923 1.378
*
```

Here are the natural (NBO) charges for atoms 1 to 2, given in e:
1 N -0.837
2 C -0.008

=====

Entry from the OMol25 dataset: C11H13NO6 in the gas phase at a distorted geometry (ωB97M-V with the def2-TZVPD basis set).

Properties
orbital gap = 8.57 eV
HOMO level = -9.020 eV
structure (SMILES) = CCN(CC)C(=O)c1cc(=O)c(O)c(C(=O)O)o1
LUMO = -0.45 eV
ΔE to the lowest compared entry with this formula, charge and spin = 3.481 eV

Geometry as ORCA input:
```
! RIJCOSX wB97M-V def2-TZVPD def2/J DEFGRID3
* xyz 0 1
C -1.444 1.848 -1.029
C -0.434 1.047 -1.766
N 0.864 1.161 -1.091
C 1.908 2.063 -1.616
C 2.637 1.562 -2.911
C 1.274 0.103 -0.318
O 2.520 -0.192 -0.273
C 0.374 -0.826 0.390
C 0.463 -2.253 0.254
C -0.240 -3.055 1.129
O -0.152 -4.290 1.047
C -1.095 -2.516 2.165
O -1.762 -3.361 3.011
C -1.172 -1.072 2.235
C -2.079 -0.468 3.223
O -3.213 -0.791 3.363
O -1.590 0.509 3.933
O -0.460 -0.361 1.378
H -1.351 1.789 0.034
H -1.308 2.844 -1.389
H -2.415 1.495 -1.405
H -0.385 1.438 -2.784
H -0.786 0.062 -1.934
H 2.741 2.147 -0.847
H 1.593 3.133 -1.767
H 3.218 2.342 -3.393
H 1.957 1.300 -3.769
H 3.149 0.673 -2.710
H 1.217 -2.663 -0.486
H -1.714 -4.340 2.734
H -2.315 0.672 4.593
*
```

Here are the natural (NBO) charges for atoms 1 to 2, given in e:
1 C -0.610
2 C -0.220

=====

Entry from the OMol25 dataset: C11H13NS in the gas phase at a distorted geometry (ωB97M-V with the def2-TZVPD basis set).

Properties
orbital gap = 9.71 eV
HOMO level = -8.933 eV
structure (SMILES) = S=C=NCCCCc1ccccc1
LUMO = 0.77 eV
ΔE to the lowest compared entry with this formula, charge and spin = 0.752 eV

Geometry as ORCA input:
```
! RIJCOSX wB97M-V def2-TZVPD def2/J DEFGRID3
* xyz 0 1
S -0.526 2.066 2.786
C -1.155 1.033 1.756
N -1.817 0.304 1.108
C -1.939 -0.557 -0.120
C -2.220 0.500 -1.318
C -0.937 1.190 -1.741
C 0.083 0.187 -2.447
C 1.010 -0.597 -1.453
C 1.066 -2.008 -1.437
C 1.816 -2.579 -0.528
C 2.402 -1.852 0.500
C 2.177 -0.495 0.682
C 1.481 0.106 -0.380
H -1.008 -1.180 -0.328
H -2.630 -1.422 0.043
H -2.519 -0.076 -2.207
H -3.062 1.140 -0.926
H -1.349 1.982 -2.473
H -0.419 1.838 -0.978
H 0.707 0.788 -3.112
H -0.335 -0.531 -3.230
H 0.616 -2.570 -2.233
H 1.970 -3.658 -0.512
H 2.845 -2.350 1.284
H 2.446 0.086 1.569
H 1.179 1.199 -0.319
*
```

Here are the natural (NBO) charges for atoms 1 to 2, given in e:
1 S -0.089
2 C 0.258

=====

Entry from the OMol25 dataset: a gas-phase ion, C11H13O (charge +1) at a distorted geometry (ωB97M-V with the def2-TZVPD basis set).

Properties
orbital gap (spin up / spin down) = 8.53 / 6.42 eV
⟨S²⟩ = 2.01
HOMO level (spin up / spin down) = -11.431 / -14.421 eV
LUMO (spin up / spin down) = -2.90 / -8.00 eV

Geometry as ORCA input:
```
! RIJCOSX wB97M-V def2-TZVPD def2/J DEFGRID3
* xyz 1 3
C 3.775 -0.634 -0.011
C 2.466 -1.144 -0.208
C 3.657 0.704 0.088
C 1.631 -0.053 -0.097
C 0.175 0.139 -0.221
C -0.511 1.410 -0.117
C -1.383 -1.056 0.893
C -2.313 0.273 1.057
C -1.952 -0.167 -1.239
C -0.795 -0.897 -0.549
C -1.951 1.015 -0.206
O 2.361 1.069 0.063
H 4.671 -1.111 0.049
H 2.078 -2.102 -0.426
H 4.370 1.429 0.152
H -0.338 1.942 0.721
H -0.301 2.128 -1.033
H -0.629 -0.975 1.758
H -2.070 -2.001 0.814
H -3.231 -0.136 1.267
H -1.981 0.877 2.038
H -1.810 0.041 -2.202
H -2.797 -0.705 -1.273
H -0.511 -1.787 -0.927
H -2.611 1.741 -0.392
*
```

Here are the natural (NBO) charges for atoms 1 to 2, given in e:
1 C -0.208
2 C -0.258

=====

Entry from the OMol25 dataset: a molecular structure, C11H14AgF6N3O4S4 (ωB97M-V with the def2-TZVPD basis set).

Properties
orbital gap = 8.84 eV
HOMO level = -8.664 eV
LUMO = 0.18 eV
ΔE to the lowest compared entry with this formula, charge and spin = 0.000 eV

Geometry as ORCA input:
```
! RIJCOSX wB97M-V def2-TZVPD def2/J DEFGRID3
* xyz 0 1
Ag 0.391 -1.360 -0.430
F 5.248 -2.169 0.200
C 4.906 -0.985 -0.313
F 5.529 -0.030 0.364
F 5.293 -0.940 -1.580
S 3.073 -0.824 -0.187
O 2.614 -1.756 -1.217
O 2.711 -1.151 1.171
N 2.827 0.667 -0.609
S 1.857 1.662 0.168
O 0.613 1.024 0.556
O 1.831 2.900 -0.538
C 2.683 2.059 1.808
F 2.007 1.511 2.818
F 3.931 1.608 1.836
F 2.701 3.375 1.983
N -1.639 -0.508 1.983
C -2.039 0.033 0.812
S -2.135 -0.908 -0.593
N -2.333 1.339 0.859
C -2.575 2.218 -0.239
C -1.859 3.407 -0.261
C -2.065 4.318 -1.283
C -2.987 4.041 -2.283
C -3.707 2.856 -2.242
C -3.513 1.939 -1.219
H -1.275 -1.447 1.929
H -1.246 0.078 2.703
H -2.058 1.817 1.705
H -1.115 3.601 0.501
H -1.489 5.232 -1.305
H -3.145 4.746 -3.087
H -4.437 2.639 -3.010
H -4.090 1.029 -1.183
C -1.832 -4.401 0.258
S -0.220 -3.925 0.878
C 0.839 -4.913 -0.186
H -2.045 -5.441 0.499
H -1.899 -4.249 -0.818
H -2.573 -3.761 0.733
H 0.745 -4.614 -1.228
H 0.607 -5.972 -0.083
H 1.867 -4.747 0.131
*
```

Here are the natural (NBO) charges for atoms 1 to 2, given in e:
1 Ag 0.781
2 F -0.308

=====

Entry from the OMol25 dataset: a molecular structure, C11H14BCoN7O at a distorted geometry (ωB97M-V with the def2-TZVPD basis set).

Properties
orbital gap (spin up / spin down) = 8.88 / 8.53 eV
⟨S²⟩ = 3.76
HOMO level (spin up / spin down) = -8.302 / -8.568 eV
LUMO (spin up / spin down) = 0.58 / -0.04 eV
ΔE to the lowest compared entry with this formula, charge and spin = 0.998 eV

Geometry as ORCA input:
```
! RIJCOSX wB97M-V def2-TZVPD def2/J DEFGRID3
* xyz 0 4
H -0.399 2.628 2.336
N -0.012 1.504 0.567
B 0.684 0.722 -1.742
N 0.530 1.843 -0.669
C 0.856 3.149 -0.671
Co -0.566 -0.301 0.909
H 1.301 3.588 -1.552
C 0.512 3.690 0.571
H 0.632 4.705 0.897
C -0.029 2.634 1.319
H 1.144 1.109 -2.773
C -1.493 -2.237 1.788
H -1.811 -1.412 2.438
H -0.823 -2.885 2.352
H -2.378 -2.791 1.480
N -0.754 0.137 -1.876
N 1.533 -0.388 -1.053
N -1.395 -0.292 -0.698
N 1.085 -0.900 0.162
C -1.579 -0.045 -2.917
C 2.710 -0.960 -1.363
H -1.255 0.237 -3.915
H 3.223 -0.672 -2.268
C -2.769 -0.598 -2.455
C 3.032 -1.874 -0.357
C -2.627 -0.731 -1.068
C 1.996 -1.810 0.578
H -3.630 -0.878 -3.042
H 3.902 -2.502 -0.307
H -3.318 -1.116 -0.332
H 1.856 -2.343 1.512
H -0.932 -1.885 0.815
O 0.561 0.420 4.919
C 0.259 0.224 3.774
N -0.045 0.028 2.641
*
```

Here are the natural (NBO) charges for atoms 1 to 2, given in e:
1 H 0.234
2 N -0.372

=====

Summary of M in g mol⁻¹
159.232 159.232 175.231 255.226 191.299 161.224 602.374 330.026
(order as listed above)